Record 1
48
Properties=species:S:1:pos:R:3:forces:R:3:mulliken_charge:R:1 method="wB97M-V/def2-TZVPD" homo_ev=-8.348 max_force_ha_per_bohr=0.2104 orbital_gap_ev=8.95 e_above_lowest_ev=8.090 total_energy_ev=-36073.9990 lumo_energy_ev=0.6 molar_mass_g_mol=384.42
F -1.9357 -0.9289 -0.0068 -6.2871 1.4362 -5.7098 -0.09
C -2.9485 -0.1366 -0.4239 -3.0108 -0.2346 0.2365 0.56
C -2.9208 0.4157 -1.6606 1.4210 -0.3190 -0.6747 -0.50
C -4.0239 1.0753 -2.0865 0.4387 1.3388 -1.7111 -0.33
C -5.0807 1.3669 -1.2736 -0.8407 0.5528 -2.2459 -0.56
C -5.1760 0.7400 -0.1075 0.4015 -1.0819 3.4914 -0.37
C -4.1346 -0.0997 0.3300 2.0653 0.2462 -0.3683 -0.57
H -2.0685 0.3283 -2.3181 0.1467 -0.1903 0.0445 0.46
H -3.9599 1.4509 -3.0971 -0.2805 0.2537 -0.0834 0.36
H -5.8963 1.9753 -1.6354 0.0255 0.1559 0.0100 0.37
H -5.9833 1.0324 0.5477 -0.2179 -0.5776 0.1887 0.34
H -3.9662 -0.6921 1.2171 -1.1440 0.2170 0.5668 0.40
F 0.9155 0.3952 -0.1306 -2.3910 5.9664 6.2500 -0.60
C 0.9674 -0.5205 0.8685 -0.9926 -1.2483 1.9796 1.41
C 2.1893 -0.7630 1.4632 -0.3857 -0.6195 -0.1561 -0.50
C 2.2528 -1.7222 2.4743 -1.2322 -0.4105 1.1519 -0.75
C 1.1263 -2.5174 2.8630 0.7111 1.1287 -1.9306 -0.76
C -0.0531 -2.3231 2.1138 1.2493 0.3859 1.0323 -0.62
C -0.1854 -1.2604 1.2259 3.2994 -0.6219 1.2603 -0.93
H 3.0819 -0.2966 1.0730 -0.0354 0.1062 0.2683 0.71
H 3.1455 -1.7393 3.0821 0.2899 -0.4215 -0.1856 0.38
H 1.1938 -3.3192 3.5834 0.1671 0.1333 0.1572 0.40
H -0.8849 -2.9929 2.2751 -0.2613 0.0494 0.0813 0.41
H -1.1471 -1.1677 0.7432 4.3871 -0.5656 3.7283 0.86
F 1.1585 -0.8652 -1.1786 1.7078 -7.3271 -7.7717 0.20
C 1.0160 -1.4342 -2.3764 0.8199 -0.6649 0.8980 0.12
C 0.4412 -2.6553 -2.4377 -0.7819 -0.6054 0.4165 -0.34
C 0.1123 -3.1931 -3.6733 0.1009 1.0089 -0.4149 -0.52
C 0.4733 -2.4784 -4.8265 -0.2681 1.4297 0.0319 -0.51
C 1.0632 -1.1659 -4.7134 0.0563 -2.7205 0.0002 -0.41
C 1.4216 -0.7475 -3.4605 -0.9090 2.2813 -1.2108 -0.53
H 0.1332 -3.0125 -1.4661 -0.1777 -0.6621 -0.0944 0.45
H -0.5839 -4.0179 -3.7092 0.3732 -0.3749 -0.2463 0.35
H 0.0904 -2.8163 -5.7781 0.2174 -0.0886 -0.1582 0.36
H 1.3380 -0.4760 -5.4975 -0.3997 -0.4650 -0.5895 0.40
H 1.5748 0.3200 -3.4031 0.8999 0.0736 0.5233 0.33
F 4.0415 1.6030 0.9300 -0.4162 0.0053 -0.0913 -0.33
C 3.1482 2.1769 1.7743 -0.4525 0.3275 1.4321 -0.03
C 3.6417 2.7040 2.9532 -0.9374 2.1411 1.2053 -0.41
C 2.7556 3.4683 3.7972 -1.1899 -0.6576 -1.8908 -0.49
C 1.4259 3.6609 3.4022 -0.5517 -1.6538 -0.7271 -0.41
C 0.8689 2.9498 2.2668 2.7749 0.1090 1.4031 -0.75
C 1.7624 2.1557 1.5253 -0.0616 1.5445 -0.0731 -0.19
H 4.6739 2.8303 3.2448 0.3104 -0.7503 -0.4631 0.40
H 2.9952 3.9580 4.7295 0.7820 -0.1860 -0.0683 0.36
H 0.7730 4.1864 4.0834 -0.1211 0.2853 -0.1387 0.33
H -0.1772 2.9429 1.9985 -0.0386 0.1865 0.1546 0.43
H 1.3446 1.6058 0.6950 0.7394 1.0842 0.4918 1.12

Record 2
11
Properties=species:S:1:pos:R:3:forces:R:3:mulliken_charge:R:1 method="wB97M-V/def2-TZVPD" homo_ev=-8.648 max_force_ha_per_bohr=0.0475 orbital_gap_ev=9.21 e_above_lowest_ev=5.018 total_energy_ev=-10247.2468 lumo_energy_ev=0.6 molar_mass_g_mol=100.08
N -1.7757 -0.3361 -0.2006 0.1555 0.1970 -0.0796 -0.41
C -0.4979 -0.1766 0.1815 -0.1710 0.2976 -0.3187 0.51
C 0.1157 0.9559 0.7517 -0.3460 0.3504 -0.0234 -0.73
O 1.4269 0.4313 1.2276 0.1267 0.2731 -0.4362 -0.31
C 1.4821 0.0657 -0.0690 1.2651 -0.0595 -0.7636 0.91
O 1.9370 0.7284 -0.9688 1.0127 -1.5053 -0.0382 -0.59
N 0.5003 -1.0628 -0.2288 -0.0192 0.1279 0.1685 -0.43
H -1.9486 -0.8801 -1.0350 0.0290 -0.0380 0.2023 0.26
H -2.4139 0.4234 -0.0094 0.0827 -0.0647 0.0210 0.26
H 0.4655 1.7319 0.0082 -1.9729 0.3259 1.4005 0.27
H 0.7085 -1.8809 0.3425 -0.1627 0.0955 -0.1327 0.27

Record 3
12
Properties=species:S:1:pos:R:3:forces:R:3:mulliken_charge:R:1 method="wB97M-V/def2-TZVPD" homo_ev=-4.369 max_force_ha_per_bohr=0.0983 orbital_gap_ev=8.50 e_above_lowest_ev=2.787 total_energy_ev=-17603.1865 total_charge=-1 lumo_energy_ev=4.1 molar_mass_g_mol=109.04
C 0.4137 0.8940 0.6704 -4.9453 0.8089 0.6486 -1.24
C -0.4232 0.0473 -0.3040 0.9922 -4.0663 0.7001 0.03
O 1.7313 -0.3173 -2.1646 -0.3167 -0.1666 0.7687 -0.73
O -0.5659 -1.3848 -2.6105 0.1508 -0.0528 1.2719 -0.78
O -1.4568 0.5904 -0.9730 -0.6886 2.3310 1.9043 -0.43
P 0.5019 -0.9851 -1.6025 0.5295 0.1175 -0.5651 0.67
H -0.2003 1.4899 1.4638 0.4957 -1.0677 -1.3920 0.30
H 1.0232 0.3045 1.2382 1.8749 -1.7253 1.0765 0.37
H 0.9124 1.6193 0.1416 1.5353 1.5548 -1.4034 0.34
H -0.8577 -1.3928 0.4203 0.5575 3.1628 -0.9000 0.17
H -1.8014 -0.1066 -1.5078 -0.1815 -1.0484 -1.3887 0.31
H 0.8701 -2.0474 -0.6790 -0.0037 0.1522 -0.7210 -0.02

Record 4
7
Properties=species:S:1:pos:R:3:forces:R:3:mulliken_charge:R:1 method="wB97M-V/def2-TZVPD" homo_ev="-4.036 / -5.349" spin_multiplicity=3 max_force_ha_per_bohr=0.0419 orbital_gap_ev="7.28 / 6.37" e_above_lowest_ev=0.899 total_energy_ev=-101246.6442 total_charge=-1 lumo_energy_ev="3.2 / 1.0" molar_mass_g_mol=210.43
C 0.6708 -0.3484 -0.2717 1.5628 0.4118 1.4223 0.12
O -0.4945 1.9890 0.6170 1.4517 0.8284 0.1216 -0.50
O -1.9899 0.3053 -0.0669 0.1510 -1.1458 -0.9780 -0.48
F 0.6252 -2.3422 0.7106 -0.1086 0.6696 -0.1833 -0.58
S -0.6902 0.9117 -0.3264 -1.3086 0.0619 0.7399 0.75
Cl 1.0221 -0.9506 -1.8052 -0.4636 -0.5098 -1.2036 -0.14
Br 2.3930 0.5035 0.3647 -1.2846 -0.3161 0.0812 -0.17

Record 5
15
Properties=species:S:1:pos:R:3:forces:R:3:mulliken_charge:R:1 method="wB97M-V/def2-TZVPD" homo_ev=-8.831 smiles="C=N.CCN" max_force_ha_per_bohr=0.1063 orbital_gap_ev=9.65 e_above_lowest_ev=2.307 total_energy_ev=-6251.1211 lumo_energy_ev=0.8 molar_mass_g_mol=74.13
C 0.0674 3.3108 1.3390 -2.3231 -4.5531 0.3102 -0.22
N 0.1469 1.9739 1.0901 0.6324 5.2747 1.2971 -0.43
H 0.9042 3.9815 1.3858 0.6737 -0.1834 -0.7057 0.26
H -0.9141 3.8176 1.6709 1.3585 -0.9380 -0.4602 0.18
H -0.7164 1.5058 1.3636 -0.3314 0.3640 -0.4621 0.23
C -1.2930 -1.6770 -0.5923 -0.3546 -0.7097 2.2688 -1.01
C 0.0465 -1.2852 -1.1856 1.1329 1.8545 -1.0074 0.02
N 1.1581 -2.0423 -0.6607 -0.5039 -1.4247 -2.5351 -0.66
H -1.5399 -1.2144 0.4528 0.7775 -0.4719 -1.7882 0.20
H -2.1973 -1.4581 -1.2089 0.9338 -0.4989 0.2428 0.31
H -1.1390 -2.7869 -0.3248 -0.8903 1.3494 -0.7703 0.29
H 0.0962 -1.4609 -2.2882 -0.5996 0.2235 0.6868 0.19
H 0.4129 -0.2286 -1.0232 -1.5227 -0.4252 -0.3421 0.24
H 1.9618 -1.5049 -0.6516 1.9502 1.2787 -0.5170 0.22
H 1.0711 -2.2641 0.2508 -0.9335 -1.1400 3.7824 0.18

Record 6
124
Properties=species:S:1:pos:R:3:forces:R:3:mulliken_charge:R:1 method="wB97M-V/def2-TZVPD" homo_ev=-10.224 smiles="CCOC(=O)OC.CCOC(=O)OC.CCOC(=O)OC.CCOC(=O)OC.CCOC(=O)OC.CCOC(=O)OC.CCOC(=O)OC.CCOC(C)=O.ClCCl" max_force_ha_per_bohr=0.0466 orbital_gap_ev=10.80 e_above_lowest_ev=0.367 total_energy_ev=-107429.9080 lumo_energy_ev=0.6 molar_mass_g_mol=901.77
C -1.0744 -1.3562 -4.1354 -0.8243 -1.3967 0.1177 0.51
C -0.4942 -1.6259 -5.5066 0.2636 -0.0227 0.7947 -0.45
O -1.3679 -1.1460 -6.5185 -0.4663 -0.3232 -0.8348 -0.39
C -1.2535 0.1360 -6.8473 0.7318 0.0541 1.1628 0.84
O -0.4444 0.8790 -6.3670 0.4747 0.5778 0.2050 -0.53
O -2.1660 0.4643 -7.7165 -1.4833 -0.4484 -1.1315 -0.41
C -2.3745 1.8490 -7.9565 0.1555 0.6008 -0.2445 -0.52
H -2.0497 -1.8577 -4.0678 -0.2448 0.3902 -0.3555 0.39
H -1.2215 -0.3130 -3.8862 0.3677 0.1292 0.0745 -0.58
H -0.5654 -1.9486 -3.3712 0.6785 0.6784 0.0394 -0.21
H -0.4512 -2.7042 -5.6560 0.1026 0.0558 -0.1531 0.31
H 0.5051 -1.1954 -5.5927 -0.1189 0.0302 -0.2360 0.28
H -2.9289 2.3036 -7.1372 0.3926 0.0422 0.2768 0.18
H -2.9959 1.9962 -8.8383 0.0646 -0.6118 -0.1076 0.27
H -1.4154 2.3261 -8.1435 -0.0598 0.2309 0.3091 0.28
C 2.4530 0.3917 -0.5936 1.6136 0.4318 0.6679 -0.50
C 2.2279 0.8789 -1.9827 -1.3122 -0.8084 -0.6141 0.41
O 3.4586 0.7587 -2.7053 0.5224 -0.2798 0.0837 -0.40
C 3.3810 1.0599 -4.0007 -0.3113 0.2917 0.3772 0.77
O 2.5096 1.7038 -4.5069 -0.4624 0.2650 -0.4025 -0.54
O 4.4237 0.5478 -4.6290 0.9940 -0.2226 0.3814 -0.36
C 4.5868 0.8907 -5.9901 -0.5728 -0.0429 -0.8832 -0.65
H 1.5916 0.3752 0.0669 -0.2086 0.2013 -0.2566 -0.46
H 3.2155 1.0645 -0.1780 -0.2072 -0.1091 0.4329 0.52
H 2.9252 -0.5936 -0.5917 -0.2556 -0.0928 -0.1398 0.14
H 1.8331 1.8918 -2.0479 0.0732 -0.0288 0.0827 0.29
H 1.5256 0.1788 -2.4536 -0.1533 0.3974 -0.1972 -0.11
H 3.8535 0.3397 -6.5844 0.0748 0.0082 -0.0315 0.27
H 5.5861 0.6017 -6.3006 0.0504 -0.0572 0.2432 0.24
H 4.4224 1.9473 -6.2013 0.0493 0.0421 0.3351 0.30
C 0.2482 3.5210 3.1879 0.3532 0.5797 -0.9948 -1.47
C 0.4077 2.0384 2.9411 -2.3850 0.1645 0.1885 1.29
O 1.4146 1.5166 3.7873 0.2948 -0.0060 0.1088 -0.37
C 1.7504 0.2494 3.6008 0.4008 -0.2387 -0.7174 0.43
O 1.2748 -0.5001 2.7795 -0.3045 0.0331 -0.0180 0.08
O 2.7542 -0.0388 4.4056 0.4345 0.4100 0.5170 -0.41
C 3.4259 -1.2926 4.2599 -0.2247 0.0411 -0.1549 -0.43
H -0.5432 3.9083 2.5380 -0.0319 -0.2355 -0.0730 0.18
H 1.1483 4.0395 2.8481 0.0353 0.1226 0.3372 0.42
H -0.0442 3.8473 4.1833 0.3109 -0.4583 0.2440 0.39
H 0.4745 1.7945 1.8799 0.9881 0.1420 0.0326 -0.31
H -0.5643 1.5878 3.1935 0.2925 -0.2393 0.3707 -0.26
H 3.4786 -1.7209 5.2568 -0.1140 -0.2482 -0.1159 0.31
H 4.4364 -1.1239 3.8883 -0.0352 0.2015 0.0141 0.27
H 2.8819 -1.8959 3.5366 0.0081 -0.2598 0.2538 0.01
C -3.0006 2.0531 -3.0502 -0.2406 0.6426 0.0102 -0.82
C -1.7379 2.7003 -3.6037 -0.1274 -0.6382 1.1953 0.47
O -2.0030 3.6299 -4.6392 0.3025 -0.6805 -0.9107 -0.28
C -2.6486 4.7378 -4.3800 0.1493 0.5425 -0.1572 0.80
O -2.9909 5.1512 -3.3066 -0.1796 0.0800 0.5391 -0.58
O -2.8334 5.3700 -5.5477 -0.0646 -0.1912 -0.1009 -0.33
C -3.4805 6.6336 -5.4833 -0.0019 0.3362 -0.4221 -0.70
H -3.6266 2.8351 -2.6134 0.0287 -0.1281 0.1927 0.50
H -2.7254 1.3370 -2.2720 -0.0920 -0.0074 -0.1844 -0.24
H -3.6154 1.5782 -3.8168 0.2696 -0.2235 -0.0746 0.38
H -1.0834 1.9283 -3.9951 0.1293 0.2450 -0.5366 -0.01
H -1.1925 3.1752 -2.7857 -0.0326 0.2264 -0.1064 -0.05
H -2.7349 7.4290 -5.4553 0.0376 -0.0362 0.4176 0.27
H -4.1695 6.6782 -4.6446 0.0703 0.1132 0.0098 0.33
H -4.0007 6.7733 -6.4297 -0.1651 -0.2492 0.0690 0.24
C 3.1625 -3.1880 0.9241 -0.7243 -0.8951 0.4379 -0.46
C 3.3113 -3.8747 -0.4350 0.9687 0.9931 0.7689 -0.54
O 2.2253 -4.7242 -0.7213 -0.1402 -0.7366 -0.3491 -0.37
C 1.1343 -4.1936 -1.2633 -0.0909 0.2209 1.3067 0.71
O 0.9787 -3.0243 -1.4897 -0.1630 0.3805 -0.5875 -0.42
O 0.2238 -5.1515 -1.3332 0.2842 -0.4709 -0.5318 -0.38
C -1.0749 -4.8079 -1.7693 -1.2027 -0.5433 -0.1942 -0.40
H 3.8911 -2.4038 1.1140 -0.0166 0.0917 -0.2458 0.42
H 3.2781 -3.9505 1.7019 0.1820 0.0550 0.0078 0.48
H 2.1431 -2.8263 1.0819 0.1404 0.4137 -0.2342 -0.28
H 4.1750 -4.5326 -0.3483 -0.0192 -0.0136 -0.4230 0.39
H 3.4836 -3.1182 -1.2021 -0.2055 -0.2606 -0.2386 0.30
H -1.6110 -5.7326 -1.9960 0.4173 -0.2282 0.2109 0.30
H -1.1351 -4.2594 -2.7088 0.4532 0.5082 0.2998 0.13
H -1.6291 -4.3583 -0.9481 0.1081 0.5031 -0.2090 0.19
C -1.0301 7.2843 -0.0923 0.5245 0.0616 0.1359 -1.35
C -1.7190 5.9520 0.1584 -1.0849 0.6490 -0.0673 0.01
O -0.9047 4.9001 -0.3418 0.5485 0.2818 -0.0150 -0.37
C -1.1640 3.6355 -0.0583 0.1694 0.0333 0.0529 0.98
O -0.3411 2.7809 -0.2320 0.0553 -0.6508 -0.0721 -0.37
O -2.3851 3.4692 0.4250 -0.7200 0.7526 0.3462 -0.55
C -2.8256 2.1731 0.8153 0.4809 -0.1075 -0.2918 0.00
H -0.3733 7.4693 0.7588 0.0248 0.2984 -0.0803 0.34
H -1.7208 8.1178 -0.2097 -0.2388 -0.1511 0.3098 0.37
H -0.3970 7.3336 -0.9786 -0.1339 -0.5015 -0.1136 0.32
H -2.7175 5.9002 -0.2811 0.1833 -0.0170 -0.3534 0.21
H -1.8987 5.8521 1.2319 0.2636 -0.2735 0.0147 0.30
H -3.7582 2.3034 1.3566 0.0271 0.0875 -0.0604 0.28
H -2.0683 1.7275 1.4627 -0.1218 -0.2127 -0.1065 -0.23
H -2.9723 1.5949 -0.0955 -0.0216 -0.2847 0.2819 0.08
C -0.2734 0.8775 9.1645 -0.6588 -0.5790 -0.3378 -1.16
C 0.2630 1.3793 7.8397 1.0615 0.8684 0.5495 -0.18
O -0.5884 1.1475 6.7284 -0.1678 0.0496 -0.1176 -0.38
C -0.4754 -0.0307 6.0995 0.1590 0.3567 0.4124 0.82
O 0.1810 -0.9708 6.4483 0.1309 -0.2886 0.0578 -0.59
O -1.2154 0.0631 5.0130 -0.8373 0.6056 -0.5891 -0.39
C -1.5173 -1.0911 4.2573 0.2163 -1.2565 0.1472 -0.55
H -1.3171 1.1861 9.2683 0.0821 0.3156 -0.0308 0.29
H 0.2816 1.3047 9.9966 0.1399 -0.1345 -0.0101 0.39
H -0.3312 -0.2098 9.2322 0.4594 -0.0105 0.0166 0.29
H 1.2893 1.1126 7.5753 -0.1571 -0.8124 0.2227 0.30
H 0.3900 2.4596 7.9570 -0.6346 0.1161 -0.4272 0.35
H -2.0477 -0.8181 3.3513 0.1544 0.4404 0.0474 0.18
H -2.1703 -1.7772 4.8038 0.0056 0.1793 0.2142 0.48
H -0.6133 -1.6473 4.0121 0.0158 0.1614 -0.1194 0.14
C -0.2394 -4.6580 3.5557 -0.2419 -0.0661 -0.2584 -0.47
C 0.9050 -5.5879 3.2294 0.0950 -0.0203 -0.1096 -0.23
O 0.7550 -6.7912 4.0036 0.0176 0.6553 0.5781 -0.34
C 0.9952 -7.9750 3.4568 -0.4778 -0.6826 0.0161 0.76
C 0.7634 -9.0985 4.4352 0.5380 0.1462 0.2257 -1.04
O 1.2713 -8.1696 2.3057 0.3136 0.2563 -0.4017 -0.56
H -1.1504 -5.1791 3.2533 -0.1440 0.2404 0.0022 0.34
H -0.1459 -3.7478 2.9640 0.0050 -0.0880 -0.0610 -0.23
H -0.3621 -4.3490 4.5934 0.3767 -0.2735 0.1312 0.35
H 0.8908 -5.8379 2.1677 0.0068 -0.0569 0.0264 0.31
H 1.8851 -5.1660 3.4544 0.0018 0.0175 0.1360 0.22
H 0.9868 -8.8190 5.4632 -0.0995 0.1909 -0.0345 0.32
H 1.4422 -9.9007 4.1551 -0.3125 -0.2158 -0.0725 0.32
H -0.2809 -9.3998 4.3806 0.0395 -0.1678 -0.0913 0.26
Cl -1.7400 -2.5463 1.1773 -0.0720 -0.6664 -0.3278 -0.22
C -0.7086 -1.2658 0.5588 -0.4540 1.0879 0.0927 1.85
Cl -1.2695 -0.5969 -0.9893 -0.0199 -0.2501 0.1963 -0.01
H -0.8623 -0.4986 1.3093 0.5789 0.2504 -0.1778 -0.90
H 0.3319 -1.5317 0.4286 -0.1033 -0.3755 0.1643 -0.80